The following is a DFT calculation (ωB97M-V with the def2-TZVPD basis set) of 9 unconnected molecules or ions with the total composition C46H87N10O11P in a non-equilibrium geometry.

Structure (XYZ):
```
155
Properties=species:S:1:pos:R:3:forces:R:3:mulliken_charge:R:1
P -12.243 0.492 2.784 -1.1 -0.4 0.3 0.174
O -11.889 1.562 4.071 1.1 -0.6 -2.2 -0.435
O 8.803 -6.200 -9.444 0.2 0.2 0.1 -0.653
O -3.525 3.108 5.608 -0.1 0.1 0.2 -0.650
O -6.653 0.861 3.369 0.1 -4.3 -0.5 -0.808
O 2.048 7.837 -0.455 0.2 0.3 0.2 -0.640
O -0.071 3.461 -1.109 -0.2 0.3 -0.2 -0.710
O -6.757 -4.206 1.184 0.4 3.7 2.6 -0.692
O 5.619 -4.259 -4.688 0.1 -0.1 -0.3 -0.626
O 5.019 -0.649 -0.039 0.1 0.1 -0.2 -0.561
O 10.656 0.882 0.764 0.0 0.1 0.2 -0.667
O -4.933 -0.984 -0.168 -0.3 0.0 -0.2 -0.444
N 8.527 0.308 1.156 0.5 0.3 0.3 -0.111
N 4.231 -2.141 -1.510 0.2 0.7 0.1 -0.051
N 4.841 -5.964 -5.913 0.3 0.4 0.0 -0.162
N -12.238 1.522 1.320 2.0 -0.3 1.1 -0.647
N 9.436 -4.229 -10.297 0.2 -0.3 0.3 -0.174
N -5.652 2.530 5.996 0.4 0.2 0.2 -0.032
N 4.115 8.650 -0.174 -0.4 0.0 0.2 -0.175
N -4.998 -0.174 -2.254 -0.2 -0.3 0.3 -0.232
N -3.409 -1.529 4.876 -0.1 0.9 0.1 -0.333
N -1.778 4.910 -1.072 0.4 -0.1 0.1 -0.126
C -9.352 -0.101 2.943 0.2 -3.6 -1.7 -0.356
C 1.642 1.961 1.103 -0.9 -0.4 0.6 -0.826
C 6.391 -4.365 -6.950 0.1 0.1 0.0 -1.242
C -4.507 3.180 6.336 0.2 -0.2 -0.5 0.889
C -0.538 -1.301 2.325 -0.1 0.9 0.1 0.945
C -10.801 -2.093 1.970 2.5 0.8 0.6 -0.481
C 5.118 -0.008 -2.343 0.1 0.2 0.0 -1.355
C -6.908 2.489 6.712 0.1 -0.3 -0.5 -0.922
C 10.910 -5.358 -8.685 0.1 -0.1 0.1 -1.298
C -8.139 -2.419 2.099 -2.8 2.4 1.0 0.458
C 1.355 0.499 1.681 -2.2 -1.1 1.1 0.361
C -0.624 -2.280 1.056 -0.8 0.1 1.5 -0.996
C 9.673 0.958 1.492 0.2 -0.3 -0.6 0.735
C -6.698 -0.390 3.121 0.3 2.3 0.0 0.278
C -4.496 3.974 7.615 0.1 0.1 0.1 -1.385
C -5.408 -2.579 2.575 -0.1 1.3 1.3 0.222
C -4.124 -3.520 2.539 -0.9 -0.7 -1.3 -1.213
C -6.698 -1.809 -1.560 -0.1 -0.1 0.1 -0.892
C 10.293 -3.080 -10.497 -0.4 0.0 -0.3 -0.816
C -3.239 -0.874 6.214 0.1 -1.0 0.6 -0.864
C 5.598 -4.844 -5.765 -0.1 0.0 0.5 0.700
C -4.109 -0.635 3.913 -0.8 0.8 -0.2 1.282
C 2.847 8.424 0.264 -0.1 -0.2 -0.5 0.760
C 4.792 -0.941 -1.209 -0.1 -0.3 0.5 0.722
C -10.754 -0.657 2.537 4.7 -1.4 -0.1 0.590
C -9.533 -2.994 1.740 0.6 3.3 1.2 -0.619
C -1.334 -4.680 0.400 0.6 0.4 0.0 -1.236
C -2.478 6.129 -0.732 -0.3 -0.3 -0.3 -0.830
C -6.751 -3.156 1.897 -0.4 -1.7 -1.3 0.372
C -5.364 -1.292 3.176 -1.6 -1.5 -0.7 0.355
C 4.683 -6.792 -7.091 -0.3 -0.2 0.4 -0.830
C 9.641 -5.307 -9.493 -0.5 -0.3 -0.2 0.813
C 5.198 9.318 0.516 0.1 -0.2 -0.5 -0.837
C 0.016 0.163 2.000 2.0 0.6 -0.2 -0.777
C 2.475 8.914 1.638 -0.1 0.0 0.1 -1.270
C -5.484 -0.969 -1.263 0.4 0.2 0.3 0.678
C -8.111 -0.986 2.714 -1.4 -0.9 -0.5 0.036
C 0.301 5.489 0.104 -0.1 -0.1 0.0 -1.261
C -0.513 4.540 -0.733 0.1 -0.5 -0.1 0.671
C 3.887 -2.671 -2.814 -0.2 -0.5 0.5 -0.958
C -5.498 -0.012 -3.602 0.4 0.3 0.1 -0.945
C 2.479 -0.616 1.970 -1.1 0.5 0.1 -0.662
C -1.631 -3.489 1.481 0.9 -0.3 -1.6 0.672
C 9.686 1.756 2.769 0.1 0.1 0.1 -1.163
C 7.270 0.271 1.874 -0.1 -0.1 -0.4 -0.687
C -3.153 -2.994 1.364 0.0 -0.2 0.4 -0.465
H -6.374 -0.628 -3.794 0.1 0.0 0.1 0.361
H 8.563 -4.270 -10.805 0.1 0.0 0.0 0.227
H 2.814 -2.880 -2.825 0.0 0.0 -0.2 0.278
H -11.845 0.937 0.553 -0.5 0.5 0.6 0.314
H -2.496 -1.852 4.530 -0.7 0.4 0.1 0.271
H 6.942 -3.465 -6.676 -0.1 -0.1 0.1 0.316
H 5.515 10.170 -0.089 0.1 0.1 0.2 0.283
H 5.265 -6.426 -7.934 0.0 0.0 0.2 0.322
H 3.102 8.433 2.391 0.0 0.2 0.0 0.363
H -4.701 -0.286 -4.298 -0.2 0.0 -0.2 0.298
H 1.434 8.659 1.841 0.1 0.0 -0.2 0.252
H 4.130 -1.981 -3.618 0.1 -0.1 0.2 0.284
H -11.467 2.205 1.507 -0.7 -0.3 -0.5 0.278
H -4.184 0.358 -1.978 -0.1 -0.1 0.0 0.242
H 5.001 -7.806 -6.842 0.0 0.0 -0.3 0.286
H -11.074 2.093 3.908 -0.7 -0.4 0.3 0.306
H 7.043 -0.770 2.110 -0.3 0.1 0.1 0.233
H -0.731 1.041 2.070 1.0 -1.6 -0.5 0.232
H -2.914 -1.702 6.949 -0.5 1.3 -1.0 0.338
H 7.109 -5.130 -7.256 -0.1 0.0 -0.2 0.321
H 2.741 2.163 0.881 -1.5 -0.4 0.2 0.283
H 11.778 -5.357 -9.347 0.0 0.1 0.1 0.396
H -1.602 -1.170 2.725 1.4 -0.1 -0.6 -1.097
H 4.042 -2.710 -0.697 0.0 0.0 -0.1 0.220
H -6.964 -2.386 -0.674 0.1 0.1 -0.1 -0.153
H -6.878 3.068 7.633 0.1 0.0 -0.1 0.411
H -3.217 -1.856 1.332 0.2 -1.5 0.0 0.179
H 1.273 2.726 1.887 0.7 -1.1 -1.1 0.309
H -7.543 -1.168 -1.821 0.0 -0.1 -0.1 0.404
H -3.614 -3.679 3.544 -0.8 0.8 -1.3 0.506
H 6.031 8.617 0.605 0.1 0.2 0.2 0.286
H 0.953 2.121 0.189 1.6 -0.2 1.4 0.205
H 7.301 0.854 2.793 0.2 -0.1 -0.1 0.329
H 4.287 8.292 -1.103 0.0 0.0 0.1 0.242
H -7.688 2.884 6.058 -0.2 0.0 0.2 0.257
H 6.492 0.665 1.218 -0.2 -0.1 0.3 0.197
H 5.721 -4.121 -7.777 0.1 -0.1 -0.1 0.375
H 4.207 0.258 -2.885 0.1 -0.1 -0.1 0.369
H -4.506 0.257 4.532 0.5 -1.4 -1.3 -1.047
H 11.204 -3.137 -9.904 -0.1 -0.1 0.0 0.317
H -3.515 4.432 7.747 -0.1 -0.1 -0.1 0.306
H 1.283 5.054 0.291 -0.2 0.0 -0.1 0.260
H 10.927 -6.276 -8.097 -0.1 0.1 -0.1 0.292
H -7.135 1.446 6.946 -0.2 0.1 0.2 0.277
H -2.106 -4.692 -0.451 1.0 -0.2 1.4 0.311
H 2.109 -1.293 2.829 0.5 1.1 -1.4 0.247
H 0.437 6.433 -0.424 0.0 0.0 0.2 0.511
H -9.176 0.947 3.384 -0.3 -1.9 -0.8 0.021
H 10.955 -4.509 -8.000 0.2 0.0 -0.1 0.347
H 10.667 2.213 2.898 -0.1 -0.1 -0.1 0.293
H -1.870 6.799 -0.128 0.0 -0.1 -0.1 0.305
H -1.337 -3.865 2.530 -0.6 0.6 -1.5 0.462
H -3.440 -0.176 3.107 -0.8 -0.6 1.0 0.089
H 9.494 1.103 3.623 -0.1 0.1 0.0 0.326
H 3.624 -6.807 -7.359 0.1 -0.1 -0.2 0.282
H 5.839 -0.473 -3.018 -0.2 0.0 -0.1 0.385
H -3.383 5.863 -0.182 0.0 0.3 0.1 0.287
H 5.559 0.906 -1.943 -0.1 -0.2 0.1 0.285
H -2.259 4.222 -1.633 0.1 0.1 0.1 0.236
H -9.630 -4.055 1.305 0.1 2.0 0.8 0.362
H -11.812 -2.547 1.691 1.6 0.8 0.5 0.309
H 0.433 -2.642 0.829 -1.5 0.3 0.1 0.474
H -5.752 1.040 -3.750 -0.1 -0.1 -0.2 0.292
H -1.215 -5.705 0.890 -0.5 1.3 -0.8 0.281
H -1.098 -1.757 0.154 0.9 -0.6 1.2 0.127
H -2.762 6.632 -1.660 -0.1 0.2 0.2 0.286
H -6.484 -2.505 -2.374 -0.2 0.1 0.0 0.377
H 0.055 -1.814 3.177 -0.8 0.7 -1.4 0.342
H 9.734 -2.184 -10.220 0.3 0.1 0.0 0.275
H 2.589 -1.266 1.041 0.4 0.9 1.3 -0.132
H -4.494 -4.563 2.202 0.5 1.6 0.6 0.378
H 2.581 9.999 1.692 0.1 -0.1 0.1 0.383
H -2.443 -0.056 6.242 -1.3 -0.8 -0.1 0.266
H 8.938 2.550 2.723 0.0 -0.1 0.2 0.325
H 3.445 -0.138 2.337 -1.1 -0.7 -1.0 0.295
H -0.325 -4.441 -0.108 -1.5 -0.5 0.8 0.280
H 8.598 -0.204 0.288 -0.1 0.1 0.1 0.191
H 4.432 -3.603 -2.957 -0.1 0.2 -0.3 0.409
H -0.190 5.658 1.065 0.0 0.1 -0.1 0.387
H -3.596 -3.387 0.375 0.7 0.8 1.5 0.252
H -5.581 2.019 5.125 -0.2 0.1 0.0 0.103
H -4.273 -0.523 6.559 1.6 -0.2 -0.4 0.263
H -4.687 3.318 8.467 -0.1 0.1 0.0 0.357
H -5.245 4.768 7.572 0.0 -0.1 0.2 0.374
H 4.907 9.663 1.505 -0.1 -0.1 -0.1 0.319
H 10.552 -3.025 -11.556 0.2 0.2 0.1 0.281
H 4.339 -6.222 -5.075 0.1 0.0 -0.1 0.231
```
Forces are in eV/Å.

Summary:
DFT total energy, Eh: -3521.341760
HOMO energy, eV: -7.7
SMILES: CNCC1=C(CC[C@@H](C)CCC=C(C)C)C(=O)c2ccc(P(N)O)cc2C1=O.CNC(C)=O.CNC(C)=O.CNC(C)=O.CNC(C)=O.CNC(C)=O.CNC(C)=O.CNC(C)=O.CNC(C)=O